Record 1
Formula: CH3Cl2FSi
Source: OMol25
Level of theory: the ωB97M-V functional and the def2-TZVPD basis

Structure (XYZ):
```
8
Properties=species:S:1:pos:R:3:forces:R:3
F 0.737507 -1.550167 -0.997116 -0.55 0.59 -0.47
C 0.008869 -0.856265 -0.024655 3.10 -0.12 -1.04
Si 0.926685 0.481956 0.627218 0.29 1.79 0.03
Cl 2.432449 1.407456 -0.556372 -1.37 -0.80 1.05
H -0.361598 -1.638642 0.540543 -1.66 -0.94 1.63
H 0.236865 1.437300 1.624735 0.68 -0.69 -0.84
Cl -2.562416 0.633861 -0.850895 0.22 -0.10 0.23
H -1.418360 0.084502 -0.363459 -0.71 0.27 -0.60
```
Forces are in eV/Å.

Electronic energy (eV): -36723.951
Energy relative to the best compared isomer or geometry (same formula, charge and spin) (eV): 6.9602
SMILES: F/C=[SiH]\Cl.Cl
Gap between HOMO and LUMO (eV): 8.1
HOMO (Eh): -0.346
Strongest force on any atom (eV/A): 3.27
E_LUMO (Ha): -0.049


Record 2
Formula: CH3Cl2N
Source: OMol25
Level of theory: the ωB97M-V functional and the def2-TZVPD basis

Structure (XYZ):
```
7
Properties=species:S:1:pos:R:3:forces:R:3
C -1.156264 0.682175 0.292204 -0.15 -0.60 -0.30
N 1.216990 -1.382473 -0.005802 -0.48 -0.40 0.58
Cl 0.135206 1.706127 0.215577 -0.52 1.39 0.19
Cl 2.154677 -0.062119 -0.240315 1.00 -0.71 -0.54
H -1.464220 0.304552 1.238783 -0.06 -0.10 0.45
H -1.614602 0.354458 -0.622001 -0.04 0.07 -0.15
H 0.728210 -1.602718 -0.878449 0.26 0.34 -0.24
```
Forces are in eV/Å.

Electronic energy (eV): -27615.875
Energy relative to the best compared isomer or geometry (same formula, charge and spin) (eV): 3.1922
Gap between HOMO and LUMO (spin up / spin down) (eV): 7.6 / 9.5
HOMO (spin up / spin down) (Eh): -0.307 / -0.351
Strongest force on any atom (eV/A): 1.50
E_LUMO (spin up / spin down) (Ha): -0.029 / -0.003


What did the first record say?
Formula: CH3Cl2FSi
Source: OMol25
Level of theory: the ωB97M-V functional and the def2-TZVPD basis

Structure (XYZ):
```
8
Properties=species:S:1:pos:R:3:forces:R:3
F 0.737507 -1.550167 -0.997116 -0.55 0.59 -0.47
C 0.008869 -0.856265 -0.024655 3.10 -0.12 -1.04
Si 0.926685 0.481956 0.627218 0.29 1.79 0.03
Cl 2.432449 1.407456 -0.556372 -1.37 -0.80 1.05
H -0.361598 -1.638642 0.540543 -1.66 -0.94 1.63
H 0.236865 1.437300 1.624735 0.68 -0.69 -0.84
Cl -2.562416 0.633861 -0.850895 0.22 -0.10 0.23
H -1.418360 0.084502 -0.363459 -0.71 0.27 -0.60
```
Forces are in eV/Å.

Electronic energy (eV): -36723.951
Energy relative to the best compared isomer or geometry (same formula, charge and spin) (eV): 6.9602
SMILES: F/C=[SiH]\Cl.Cl
Gap between HOMO and LUMO (eV): 8.1
HOMO (Eh): -0.346
Strongest force on any atom (eV/A): 3.27
E_LUMO (Ha): -0.049


Question: Which value of strongest force on any atom does entry 1 give?
Answer: 3.27 eV/A